Entry 1:
75
Properties=species:S:1:pos:R:3:lowdin_charge:R:1 method="wB97M-V/def2-TZVPD" molar_mass_da=924.1 multiplicity=6 de_lowest_kj_mol=0.0 total_energy_ev=-139843.77372 charge=+1 gap_ha="0.23619 / 0.23665"
Ru -0.0313 0.1217 0.5266 1.185
C -2.6127 -0.9207 -4.2028 -0.040
N -1.1684 -0.9123 -4.3798 -0.123
C -0.4986 -1.2630 -5.5364 -0.024
C 0.8102 -1.1386 -5.2909 -0.021
N 0.9496 -0.6944 -3.9786 0.007
C -0.2893 -0.5614 -3.4075 -0.647
S -0.8811 -0.1415 -1.8634 0.670
C 2.2393 -0.3821 -3.4422 -0.330
C 3.3115 -1.2157 -3.7225 -0.037
C 4.5575 -0.8406 -3.2509 -0.052
C 4.6830 0.3411 -2.5346 -0.040
C 3.5409 1.0843 -2.2992 -0.111
N 2.3360 0.7310 -2.7510 0.140
H -3.0757 -1.2636 -5.1238 0.096
H -2.9663 0.0788 -3.9591 0.089
H -2.8828 -1.5826 -3.3828 0.083
H -1.0134 -1.5563 -6.4346 0.132
H 1.6570 -1.2923 -5.9367 0.132
H 3.1701 -2.1428 -4.2635 0.122
H 5.4184 -1.4712 -3.4318 0.119
H 5.6435 0.6684 -2.1577 0.119
H 3.5775 2.0086 -1.7285 0.118
N -2.9766 -3.4350 1.4218 0.153
C -2.4549 -4.6822 1.6456 -0.223
C -3.3000 -5.7914 1.7911 -0.009
C -2.7721 -7.0283 2.0688 -0.054
C -1.3870 -7.2084 2.1945 -0.064
C -0.5445 -6.1361 2.0392 -0.089
C -1.0717 -4.8664 1.7675 -0.421
S -0.0157 -3.5194 1.5938 1.108
N -0.9067 -2.3033 1.0409 -0.328
C -2.2714 -2.2789 1.1898 -0.317
C -2.9468 -1.0498 1.0969 -0.224
C -4.3404 -0.9182 1.3323 -0.010
C -4.9536 0.2951 1.1974 -0.055
C -4.1946 1.4085 0.8191 -0.048
C -2.8422 1.2319 0.6449 -0.152
N -2.2069 0.0605 0.7868 -0.069
H -3.9787 -3.3634 1.4349 0.134
H -4.3716 -5.6562 1.6888 0.122
H -3.4364 -7.8736 2.1962 0.116
H -0.9860 -8.1901 2.4076 0.115
H 0.5315 -6.2549 2.1163 0.116
H -4.9273 -1.7638 1.6650 0.105
H -6.0132 0.3985 1.3950 0.116
H -4.6420 2.3831 0.6910 0.109
H -2.2240 2.0733 0.3635 0.083
N -0.5294 6.6323 2.4718 0.181
C -0.2889 5.8473 1.6660 -0.165
C 0.0060 4.8705 0.6529 -0.190
C 0.4659 5.2516 -0.6047 0.011
C 0.7417 4.2604 -1.5265 -0.020
C 0.5435 2.9337 -1.1744 -0.141
N 0.0778 2.5696 0.0233 -0.022
C -0.1805 3.5210 0.9197 -0.115
H 0.5975 6.2986 -0.8457 0.132
H 1.0987 4.5067 -2.5177 0.118
H 0.7766 2.1371 -1.8641 0.044
H -0.5506 3.2067 1.8882 0.114
Cl 1.4855 -2.4224 -1.3802 0.705
C 2.4805 -1.6081 -0.2077 -0.679
C 2.0008 -0.4653 0.4563 -0.307
C 2.9815 0.2263 1.1861 -0.693
Cl 2.5714 1.7391 1.9330 0.733
C 4.2971 -0.2067 1.3246 -0.716
Cl 5.4324 0.7014 2.2374 0.707
C 4.6956 -1.3894 0.7111 -0.719
Cl 6.3058 -1.9553 0.8834 0.709
C 3.7857 -2.0851 -0.0742 -0.717
Cl 4.2945 -3.5068 -0.8995 0.700
F -0.7334 -0.8539 3.2091 -0.033
C 0.1054 0.0424 2.5971 -0.430
F -0.4291 1.3099 2.8793 -0.083
H 1.0569 -0.0241 3.1143 0.075

Entry 2:
65
Properties=species:S:1:pos:R:3:nbo_charge:R:1 method="wB97M-V/def2-TZVPD" molar_mass_da=702.6 multiplicity=1 de_lowest_kj_mol=0.0 total_energy_ev=-198720.28565 charge=-1 gap_ha=0.22771
K -0.1653 0.0646 0.7893 0.919
Br -3.3768 6.2073 3.7800 -0.009
C -2.5319 4.5320 3.4792 -0.183
C -3.1496 3.3538 3.9238 -0.202
C -2.5512 2.1435 3.7328 -0.295
C -1.2777 1.9962 3.0742 0.429
O -0.7372 0.8701 2.9499 -0.758
C -0.6916 3.2293 2.5925 -0.213
C 0.5519 3.3205 1.8703 0.148
N 1.2185 2.3584 1.3287 -0.523
C 2.4329 2.6910 0.7278 0.250
C 3.3895 3.4969 1.2946 -0.294
C 4.6067 3.7570 0.6247 -0.190
C 4.8758 3.2030 -0.5914 -0.229
C 3.9252 2.3419 -1.2001 -0.089
C 4.1447 1.7147 -2.4502 -0.137
C 3.1862 0.8916 -2.9638 -0.267
C 1.9968 0.6961 -2.2228 0.059
N 1.7603 1.2645 -1.0702 -0.425
C 2.7083 2.0804 -0.5443 0.110
C -1.3286 4.4612 2.8322 -0.179
H -4.1099 3.4078 4.4234 0.212
H -3.0241 1.2320 4.0748 0.215
H 0.9383 4.3449 1.7767 0.143
H 3.2201 3.9157 2.2779 0.218
H 5.3330 4.4031 1.1021 0.207
H 5.8098 3.3987 -1.1039 0.204
H 5.0739 1.8986 -2.9770 0.206
H 3.3058 0.3828 -3.9107 0.218
H 1.2236 0.0396 -2.6120 0.208
H -0.8488 5.3689 2.4831 0.204
S -2.6073 -0.6928 -0.8232 -0.510
C -3.2848 -2.2841 -0.6567 -0.140
C -4.6773 -2.4821 -0.7353 -0.247
C -5.2442 -3.7344 -0.6373 -0.205
C -4.4494 -4.8633 -0.4560 -0.296
C -3.0755 -4.7011 -0.3722 -0.148
C -2.5013 -3.4359 -0.4703 -0.426
As -0.5877 -3.1649 -0.2739 0.882
C 0.0266 -5.0077 -0.0074 -0.345
C 0.2191 -5.4397 1.2998 -0.164
C 0.6455 -6.7353 1.5644 -0.223
C 0.8959 -7.6100 0.5186 -0.227
C 0.7135 -7.1864 -0.7903 -0.216
C 0.2787 -5.8949 -1.0505 -0.224
C -0.0467 -2.9840 -2.1540 -0.211
C 1.3097 -2.9766 -2.4603 -0.271
C 1.7403 -2.8230 -3.7710 -0.223
C 0.8115 -2.6595 -4.7884 -0.233
C -0.5424 -2.6531 -4.4869 -0.217
C -0.9731 -2.8153 -3.1768 -0.227
H -5.3038 -1.6099 -0.8760 0.214
H -6.3225 -3.8300 -0.7028 0.197
H -4.8889 -5.8499 -0.3787 0.198
H -2.4422 -5.5679 -0.2278 0.197
H 0.0358 -4.7628 2.1274 0.208
H 0.7852 -7.0544 2.5899 0.204
H 1.2340 -8.6187 0.7223 0.204
H 0.9046 -7.8636 -1.6143 0.205
H 0.1317 -5.5751 -2.0757 0.222
H 2.0497 -3.0953 -1.6742 0.212
H 2.8013 -2.8266 -3.9921 0.203
H 1.1395 -2.5322 -5.8130 0.203
H -1.2737 -2.5135 -5.2737 0.208
H -2.0298 -2.7908 -2.9434 0.241

Entry 3:
71
Properties=species:S:1:pos:R:3:lowdin_charge:R:1 method="wB97M-V/def2-TZVPD" molar_mass_da=1007.0 multiplicity=5 de_lowest_kj_mol=44.6 total_energy_ev=-104285.25441 charge=-2 gap_ha="0.18053 / 0.22063"
Ru -1.1036 -1.5091 0.1781 0.684
O -0.2475 -1.6142 4.2478 0.013
C 0.0237 -1.5981 3.0511 -0.600
O -0.9146 -1.4627 2.1733 -0.331
C 1.4966 -1.7166 2.6708 -0.137
C 2.3579 -1.8251 3.7703 -0.049
C 3.7281 -1.9131 3.6432 -0.110
C 4.2842 -1.8917 2.3676 -0.118
C 3.4603 -1.7858 1.2704 -0.157
C 2.0596 -1.6983 1.3846 -0.582
S 1.2251 -1.5688 -0.1489 0.614
H 1.8897 -1.8265 4.7445 0.110
H 4.3547 -1.9856 4.5234 0.088
H 5.3580 -1.9535 2.2298 0.089
H 3.8841 -1.7623 0.2736 0.083
Cl -2.5190 -0.6828 -5.4636 0.515
C -2.2565 -1.6151 -3.9582 -0.501
C -1.8184 -0.7624 -2.7613 -0.771
O -2.0402 0.4356 -2.7190 -0.060
O -1.2439 -1.5098 -1.8947 -0.299
H -1.5127 -2.3783 -4.1657 0.067
H -3.2004 -2.0936 -3.7017 0.068
F -1.8893 7.6277 -0.3228 0.015
C -1.5030 6.3182 -0.3081 -0.296
C -1.2450 5.7145 0.9035 -0.028
C -0.8467 4.3825 0.9056 -0.111
C -0.7035 3.6629 -0.2773 -0.363
C -0.9884 4.3150 -1.4762 -0.123
C -1.3857 5.6459 -1.5061 -0.028
Sb -0.2169 1.5363 -0.2966 1.471
C 1.0077 1.6484 1.4699 -0.384
C 2.3978 1.7203 1.4746 -0.110
C 3.1155 1.6961 2.6630 -0.021
C 2.4185 1.5996 3.8493 -0.288
F 3.1207 1.5723 5.0152 0.027
C 1.0450 1.5033 3.8951 -0.014
C 0.3490 1.5200 2.6927 -0.145
C 1.3494 1.8274 -1.7426 -0.372
C 1.5232 0.8429 -2.7142 -0.124
C 2.4932 0.9674 -3.7003 -0.011
C 3.2869 2.0942 -3.6964 -0.290
F 4.2440 2.2282 -4.6583 0.020
C 3.1496 3.0962 -2.7591 -0.028
C 2.1685 2.9518 -1.7851 -0.131
H -1.3531 6.2786 1.8204 0.109
H -0.6338 3.9102 1.8575 0.086
H -0.9035 3.7781 -2.4143 0.104
H -1.6059 6.1549 -2.4350 0.109
H 2.9428 1.7639 0.5383 0.093
H 4.1973 1.7207 2.6770 0.113
H 0.5390 1.3535 4.8384 0.121
H -0.7270 1.3742 2.7195 0.105
H 0.8997 -0.0422 -2.6976 0.070
H 2.6350 0.2077 -4.4568 0.114
H 3.7945 3.9639 -2.7982 0.107
H 2.0427 3.7383 -1.0488 0.103
Te -3.5290 -0.6716 0.6421 0.188
Cl -3.2686 -4.4477 2.2471 0.640
C -3.6318 -4.5484 0.5423 -0.653
C -4.9204 -4.8759 0.1713 -0.151
C -5.2684 -4.9493 -1.1712 -0.136
C -4.2870 -4.6913 -2.1255 -0.126
C -3.0023 -4.3695 -1.7407 -0.078
C -2.6103 -4.2686 -0.3857 -0.384
C -1.2824 -3.8501 -0.0354 -0.213
H -5.6534 -5.0587 0.9463 0.088
H -6.2827 -5.1903 -1.4613 0.079
H -4.5302 -4.7405 -3.1815 0.088
H -2.2486 -4.1619 -2.4911 0.094
H -0.5605 -3.9807 -0.8378 0.029
H -0.9080 -4.1504 0.9396 0.022

Entry 4:
71
Properties=species:S:1:pos:R:3:lowdin_charge:R:1 method="wB97M-V/def2-TZVPD" molar_mass_da=742.7 multiplicity=1 de_lowest_kj_mol=0.0 total_energy_ev=-79110.33819 gap_ha=0.25111
Zr -0.5168 0.1875 -0.4902 1.916
Cl 1.0084 -6.3890 -2.4297 0.652
C 0.1192 -4.9880 -1.9163 -0.678
C 0.8249 -3.9098 -1.4104 -0.044
C 0.1483 -2.7644 -1.0032 -0.203
N 0.7818 -1.6028 -0.4923 -0.017
C 1.9495 -1.7357 0.1604 -0.456
O 2.5974 -2.7489 0.3924 0.054
C 2.5056 -0.4252 0.6486 -0.165
C 3.7288 -0.4101 1.3033 0.024
C 4.2461 0.8010 1.7130 -0.035
C 3.5287 1.9576 1.4414 -0.038
C 2.3154 1.8472 0.7933 -0.119
N 1.7954 0.6765 0.4080 0.060
C -1.2433 -2.7120 -1.1042 -0.204
C -1.9424 -3.8045 -1.5994 -0.034
C -1.2627 -4.9378 -2.0108 -0.677
Cl -2.1744 -6.2750 -2.6364 0.656
N -1.8821 -1.5257 -0.6670 -0.044
C -3.0230 -1.6552 0.0337 -0.476
O -3.6123 -2.6751 0.3648 0.059
C -3.6374 -0.3315 0.4015 -0.184
C -4.7880 -0.3220 1.1757 0.018
C -5.4049 0.8842 1.4371 -0.040
C -4.8662 2.0351 0.8810 -0.049
C -3.7092 1.9291 0.1355 -0.130
N -3.0716 0.7758 -0.0867 0.068
H 1.8972 -3.9671 -1.3417 0.105
H 4.2259 -1.3561 1.4597 0.124
H 5.1964 0.8505 2.2286 0.113
H 3.8934 2.9338 1.7289 0.108
H 1.7362 2.7293 0.5710 0.089
H -3.0169 -3.7768 -1.6727 0.112
H -5.1623 -1.2705 1.5319 0.123
H -6.3018 0.9279 2.0411 0.112
H -5.3302 3.0027 1.0112 0.106
H -3.2975 2.8074 -0.3324 0.083
O -0.7277 -0.2907 1.5044 -0.231
C -0.3803 0.1073 2.6954 -0.332
C -0.0562 -0.8203 3.6984 0.010
C 0.2690 -0.3817 4.9633 -0.067
C 0.2785 0.9795 5.2917 -0.092
C -0.0322 1.8967 4.3153 -0.045
C -0.3482 1.4803 3.0121 -0.147
C -0.5666 2.4929 2.0131 -0.093
N -0.6730 2.3356 0.7426 -0.065
C -0.7699 3.5758 -0.0335 -0.197
C 0.1148 3.5209 -1.2754 -0.202
N 0.3137 2.1371 -1.6793 -0.077
C 1.3499 1.9071 -2.4087 -0.101
C 1.6854 0.6563 -3.0267 -0.164
C 2.9528 0.4999 -3.6158 -0.045
C 3.2658 -0.6439 -4.3066 -0.089
C 2.2809 -1.6315 -4.4610 -0.056
C 1.0223 -1.4902 -3.9243 0.002
C 0.7091 -0.3571 -3.1544 -0.361
O -0.4562 -0.2327 -2.5680 -0.227
H -0.0724 -1.8736 3.4515 0.126
H 0.5193 -1.1116 5.7236 0.108
H 0.5263 1.3025 6.2929 0.099
H -0.0266 2.9584 4.5380 0.110
H -0.5774 3.5145 2.4083 0.131
H -0.5062 4.4372 0.5866 0.118
H -1.7984 3.7273 -0.3494 0.083
H 1.0787 4.0136 -1.1074 0.109
H -0.3811 4.0649 -2.0827 0.125
H 2.0433 2.7319 -2.6067 0.138
H 3.6816 1.2968 -3.5115 0.111
H 4.2474 -0.7786 -4.7386 0.099
H 2.5122 -2.5324 -5.0163 0.110
H 0.2657 -2.2551 -4.0395 0.124